Entry from the Open Molecules 2025 dataset: a 2-piece molecular cluster, C2H6NO2 overall (ωB97M-V with the def2-TZVPD basis set).

```
11
Properties=species:S:1:pos:R:3:forces:R:3
H -0.811454 -0.939718 -0.527429 0.104 0.648 1.789
O -0.413049 0.632829 -1.821973 -0.247 0.048 -1.284
H 1.505251 -0.905164 1.979104 0.015 1.785 -0.612
H 0.299932 0.895479 -1.222818 -0.001 -0.598 1.017
N 0.582643 0.721039 0.787873 0.227 -2.275 0.944
H -2.101275 -0.642183 -1.674659 2.571 -0.130 -0.321
H -0.419174 -1.493181 -1.916916 0.470 -0.624 -1.939
C 1.186326 0.225922 1.909544 -0.681 2.858 1.973
C -0.909782 -0.633596 -1.535069 -3.120 0.474 0.731
H -0.298023 1.207676 1.020860 1.177 0.484 0.275
O 1.378601 0.930896 3.001479 -0.514 -2.669 -2.575
```
Positions in Å, forces in eV/Å.

net charge	-1
gap between HOMO and LUMO	7.3	eV
energy relative to the best compared isomer or geometry (same formula, charge and spin)	2.657	eV